# 1
Computed, not measured: a single C25H30N2O3 molecule, with wB97M-V/def2-TZVPD.

Output
DFT total energy (eV): -35535.9214
Charge: 0
SMILES string: O=C(c1ccc2oc(CCCc3ccccc3)nc2c1)N1CCC[C@@H](CCCO)C1
E_HOMO (eV): -8.38
HOMO-LUMO gap (Eh): 0.3343

```
60
Properties=species:S:1:pos:R:3:nbo_charge:R:1
O 2.728 2.625 -0.538 -0.6263
O -2.772 0.511 -2.544 -0.4245
O 0.231 -3.296 4.871 -0.7129
N 1.788 2.328 1.488 -0.4357
N -1.727 -0.999 -1.271 -0.4958
C 3.435 1.422 3.032 -0.4010
C 0.153 -2.093 -3.500 -0.1621
C 1.023 0.749 3.197 -0.2282
C 0.691 1.996 2.363 -0.2032
C -0.002 -0.866 4.929 -0.4195
C 1.766 2.304 0.138 0.6748
C -0.947 -1.697 -4.251 -0.0409
C 3.018 2.626 2.191 -0.2247
C -2.870 -2.988 -3.231 -0.3724
C -3.620 -1.779 -2.659 -0.4720
C -1.318 2.461 -2.037 -0.2420
C -0.186 2.799 -1.320 -0.1839
C 0.484 1.873 -0.513 -0.1268
C -0.978 -0.402 -4.751 -0.2201
C -1.078 0.205 -1.128 0.1453
C 2.309 1.018 3.982 -0.4043
C -2.080 -2.655 -4.503 -0.4237
C -1.744 1.152 -1.932 0.2375
C 0.198 -2.128 4.086 -0.0587
C 1.131 0.088 -3.717 -0.2197
C -2.675 -0.774 -2.114 0.5555
C 1.180 -1.208 -3.230 -0.2225
C 0.052 0.485 -4.485 -0.2110
C -0.169 0.402 4.092 -0.3923
C 0.049 0.561 -0.406 -0.2227
H 0.520 2.844 3.040 0.1873
H -4.229 -1.300 -3.428 0.2250
H 4.335 1.668 3.597 0.2130
H 2.607 0.128 4.536 0.2122
H 0.198 -3.101 -3.115 0.2011
H 3.667 0.589 2.367 0.2034
H -0.906 -0.996 5.533 0.1975
H -0.357 1.240 4.768 0.2046
H 0.577 -0.169 0.184 0.2240
H -0.597 -3.367 5.360 0.4607
H -1.831 3.174 -2.662 0.2286
H 2.022 -1.527 -2.634 0.2131
H -0.595 -2.195 3.326 0.1553
H 2.129 1.821 4.702 0.1959
H -1.051 0.286 3.456 0.2029
H -1.675 -3.587 -4.905 0.2193
H 0.209 3.801 -1.386 0.2264
H 0.007 1.492 -4.874 0.2139
H -2.759 -2.235 -5.248 0.2042
H 3.775 2.867 1.443 0.2498
H 1.924 0.784 -3.491 0.2265
H 2.858 3.499 2.835 0.1844
H -1.823 -0.078 -5.345 0.2081
H -0.214 1.837 1.776 0.2284
H 1.164 -2.105 3.578 0.1751
H 1.203 -0.079 2.505 0.1971
H -2.190 -3.361 -2.464 0.2201
H -4.276 -2.119 -1.854 0.2402
H 0.836 -0.762 5.619 0.2052
H -3.596 -3.770 -3.462 0.2102
```

# 2
Computed, not measured: a single C6H14O molecule, with wB97M-V/def2-TZVPD.

Output
DFT total energy (eV): -8495.1543
Charge: 0
SMILES string: COCC(C)(C)C
E_HOMO (eV): -9.68
HOMO-LUMO gap (Eh): 0.3889

```
21
Properties=species:S:1:pos:R:3:nbo_charge:R:1
O 1.434 -0.678 -0.951 -0.5684
C 2.180 -1.471 0.022 -0.2592
C -0.360 -0.505 1.175 -0.6212
C -1.590 -0.233 -0.997 -0.6055
C -1.096 1.796 0.416 -0.6035
C -0.599 0.417 -0.022 -0.0824
C 0.774 0.579 -0.730 -0.0496
H -1.153 -1.142 -1.424 0.2194
H -2.531 -0.508 -0.503 0.2069
H -1.831 0.451 -1.819 0.2022
H -0.408 2.235 1.149 0.2048
H 2.379 -2.382 -0.538 0.2011
H 0.509 -1.076 0.926 0.2155
H 1.417 1.291 -0.188 0.1668
H -2.084 1.739 0.889 0.2138
H 1.768 -1.886 0.974 0.1740
H -1.172 2.484 -0.435 0.2044
H -1.134 -1.254 1.339 0.2088
H -0.163 0.031 2.108 0.2040
H 3.076 -0.932 0.327 0.1774
H 0.583 1.044 -1.719 0.1906
```

# 3
Computed, not measured: a 9-piece molecular cluster, H18O9 overall, with wB97M-V/def2-TZVPD.

Output
DFT total energy (eV): -18718.2788
Charge: 0
SMILES string: O.O.O.O.O.O.O.O.O
E_HOMO (eV): -11.03
HOMO-LUMO gap (Eh): 0.4014

```
27
Properties=species:S:1:pos:R:3:nbo_charge:R:1
O -2.012 3.896 1.771 -0.9398
O 0.010 0.297 -0.681 -0.9641
O 1.665 -1.639 -1.580 -0.9654
O 2.144 2.034 -3.026 -0.9361
O -1.197 0.754 1.637 -0.9372
O 4.552 0.585 0.179 -0.9522
O 2.841 -2.258 3.080 -0.9266
O -2.904 -3.316 -0.308 -0.9507
O -3.940 -0.202 -0.959 -0.9198
H 4.051 -0.216 -0.202 0.4889
H 0.853 -1.142 -1.426 0.4897
H -3.613 -1.032 -0.722 0.4598
H -3.804 -3.023 -0.426 0.4669
H -4.544 -0.466 -1.660 0.4588
H -1.566 1.559 1.901 0.4879
H 2.184 -2.878 2.569 0.4680
H -0.802 0.452 -0.166 0.5124
H -1.250 3.978 2.345 0.4675
H 2.469 1.642 -3.869 0.4669
H -0.189 0.945 1.532 0.4630
H 1.183 2.007 -3.133 0.4694
H 2.601 -1.411 2.765 0.4587
H 0.707 0.129 -0.137 0.4547
H -2.654 -3.979 -1.038 0.4854
H 4.060 1.006 0.862 0.4633
H -2.414 4.715 1.772 0.4734
H 1.571 -2.434 -1.081 0.4572
```

# 4
Computed, not measured: C18H41N2O2P3Pr as an isolated structure, with wB97M-V/def2-TZVPD.

Output
DFT total energy (eV): -68315.0249
Charge: +3
Multiplicity: 3
E_HOMO (spin up / spin down) (eV): -15.17 / -15.22
HOMO-LUMO gap (spin up / spin down) (Eh): 0.1791 / 0.1828

```
67
Properties=species:S:1:pos:R:3:mulliken_spin:R:1
Pr 0.329 -1.610 -2.169 2.0566
P 1.419 1.471 -1.209 0.0004
P -1.549 1.521 1.946 0.0002
P -1.738 -2.097 -0.305 -0.0047
O -0.590 0.437 -2.800 -0.0386
O 1.665 -2.022 0.513 -0.0027
N 2.134 -1.857 2.767 0.0001
N 3.621 -1.034 1.241 0.0001
C 0.318 0.855 -5.051 0.0029
C -1.991 1.400 -4.350 -0.0071
C -1.893 -3.202 1.131 -0.0012
C -0.721 0.853 -4.060 -0.0077
C 2.365 1.869 -2.738 -0.0005
C -0.927 2.608 -6.173 -0.0074
C -0.173 -2.828 -4.193 -0.0053
C 0.086 1.939 2.499 0.0000
C -2.631 2.925 2.299 0.0000
C 2.440 -1.699 1.447 -0.0004
C -2.041 2.398 -5.320 0.0029
C 2.681 2.084 -0.013 -0.0007
C -2.084 0.130 2.985 -0.0001
C -1.255 -1.946 -4.330 0.0154
C -1.957 -3.346 -1.646 0.0010
C -3.382 -1.323 -0.308 -0.0011
C 0.220 1.804 -6.071 0.0033
C 0.276 2.925 -1.305 -0.0010
H -2.409 3.703 1.555 0.0000
H 2.198 2.626 0.814 0.0000
H -3.722 -1.177 -1.339 0.0001
H -1.314 -2.805 1.970 -0.0001
H -0.156 3.170 -0.327 0.0000
H -2.308 -2.135 -4.023 -0.0002
H -1.511 -4.185 0.836 0.0000
H -2.530 -2.906 -2.469 0.0003
H 3.993 -1.027 0.303 0.0001
H 1.655 2.153 -3.521 -0.0006
H -3.686 2.621 2.262 0.0000
H 2.924 0.979 -3.050 -0.0003
H 2.873 -1.707 3.467 0.0000
H -3.020 -0.312 2.623 0.0000
H 0.550 2.714 1.893 0.0000
H 3.074 2.688 -2.559 0.0003
H 1.371 -2.465 3.036 0.0000
H 3.210 1.204 0.395 0.0002
H 0.792 3.810 -1.702 -0.0001
H -1.310 -1.370 -5.286 -0.0024
H 0.728 1.062 2.468 0.0000
H -0.542 2.666 -1.989 0.0002
H -2.945 -3.300 1.424 -0.0003
H -2.921 3.047 -5.367 0.0001
H 1.221 0.218 -4.944 -0.0013
H -4.087 -1.971 0.227 -0.0002
H -1.708 1.400 0.532 -0.0001
H -2.823 1.099 -3.700 0.0006
H -0.009 2.275 3.540 0.0000
H -0.933 3.418 -6.905 -0.0003
H -0.269 -3.890 -3.879 0.0029
H -2.547 -4.163 -1.205 -0.0002
H -1.001 -3.771 -2.034 -0.0010
H -3.330 -0.357 0.205 0.0002
H -1.271 -0.616 3.014 0.0000
H 3.410 2.747 -0.514 -0.0002
H -2.275 0.498 4.007 0.0000
H 4.287 -0.928 2.015 0.0000
H -2.403 3.319 3.296 0.0000
H 0.820 -2.579 -4.640 -0.0021
H 1.093 1.892 -6.754 0.0001
```